Formula: C76H189F6LiN18O25S2
Source: OMol25
Level of theory: ωB97M-V with the def2-TZVPD basis set

Output
Charge: -2
Electronic energy: -7278.335330 Eh
Frontier orbital gap: 4.5 eV

Structure (XYZ):
```
317
Properties=species:S:1:pos:R:3:mulliken_charge:R:1
Li -2.348 0.767 -1.649 1.99
C -7.561 1.162 -2.649 -0.81
C -6.263 0.712 -2.622 0.50
C -5.570 0.291 -1.358 0.45
O -4.336 -0.090 -1.236 -0.93
C -6.241 0.313 -0.158 -0.84
C -7.586 0.806 -0.095 0.29
C -8.315 1.211 -1.416 0.63
O -9.546 1.357 -1.253 -0.76
O -8.327 0.763 0.903 -0.76
O -5.721 0.551 -3.727 -0.94
H -7.970 1.359 -3.629 0.30
H -5.767 0.087 0.786 0.44
C -1.520 -2.586 -1.098 -0.41
F -2.199 -1.857 -1.973 -0.35
F -2.282 -3.438 -0.475 0.23
F -0.609 -3.241 -1.829 -0.22
S -0.636 -1.402 0.104 0.25
O -1.346 -1.437 1.376 0.36
O 0.680 -1.984 0.130 -0.86
N -0.688 0.192 -0.646 -0.49
S 0.771 0.680 -0.556 -0.11
O 1.378 0.755 0.771 0.30
O 1.601 0.147 -1.700 -0.36
C 0.707 2.600 -0.923 -0.97
F 1.922 3.111 -0.796 -0.11
F 0.228 2.904 -2.186 0.38
F -0.056 3.194 -0.003 -0.32
C -8.413 -3.645 -4.257 -1.60
C -8.136 -3.313 -2.807 0.53
C -6.643 -3.077 -2.428 0.12
O -5.964 -4.279 -2.574 -0.52
C -4.586 -4.235 -2.115 0.12
N -8.969 -2.194 -2.431 -0.57
H -7.899 -4.534 -4.623 0.32
H -8.022 -2.846 -4.888 0.33
H -9.500 -3.665 -4.327 0.48
H -8.411 -4.181 -2.208 0.24
H -6.448 -2.888 -1.372 0.33
H -6.054 -2.336 -2.969 -0.37
H -4.272 -5.277 -2.053 -0.21
H -4.549 -3.981 -1.055 0.24
H -3.906 -3.579 -2.659 0.13
H -9.625 -2.226 -3.198 0.30
H -8.361 -1.465 -2.777 0.05
C -0.322 -4.478 10.067 -1.57
C -0.920 -3.954 8.730 0.90
C -0.964 -5.098 7.714 -0.96
O -1.687 -4.756 6.461 -0.39
C -1.283 -5.520 5.303 -0.81
N -2.211 -3.289 8.810 -0.69
H -0.369 -3.830 10.942 0.37
H 0.677 -4.912 10.091 0.36
H -0.939 -5.317 10.389 0.36
H -0.283 -3.221 8.234 0.01
H -1.379 -6.014 8.134 0.31
H 0.076 -5.295 7.453 0.43
H -1.706 -6.522 5.380 0.43
H -0.193 -5.551 5.294 0.49
H -1.607 -5.015 4.393 0.02
H -2.610 -3.110 7.899 0.15
H -2.894 -3.997 9.037 0.32
C -2.340 -0.033 -6.128 -1.89
C -2.032 -0.134 -4.635 1.22
C -0.513 -0.310 -4.277 0.45
O -0.048 -1.513 -4.913 -0.50
C 1.273 -1.852 -4.613 -0.42
N -2.593 1.014 -3.938 0.82
H -1.981 -0.984 -6.520 0.13
H -1.957 0.856 -6.629 0.40
H -3.390 -0.023 -6.420 0.31
H -2.456 -1.059 -4.243 -0.75
H -0.276 -0.282 -3.214 -0.63
H -0.041 0.582 -4.690 0.33
H 1.925 -1.087 -5.035 -0.11
H 1.532 -2.851 -4.962 0.53
H 1.356 -1.931 -3.529 0.10
H -2.599 1.832 -4.531 0.06
H -3.577 0.799 -3.872 -0.20
C -2.744 6.576 -4.375 -1.45
C -2.187 5.131 -4.554 -0.16
C -0.715 5.129 -4.172 0.45
O -0.080 6.170 -4.942 -0.47
C 1.332 6.290 -4.692 -0.15
N -2.888 4.304 -3.667 -0.19
H -2.348 7.290 -5.098 0.40
H -2.431 6.900 -3.383 0.20
H -3.832 6.639 -4.359 0.40
H -2.415 4.660 -5.510 0.49
H -0.394 4.119 -4.425 -0.21
H -0.648 5.326 -3.102 0.00
H 1.819 5.316 -4.643 -0.16
H 1.394 6.713 -3.689 0.27
H 1.853 6.928 -5.407 0.35
H -3.007 4.800 -2.796 0.03
H -3.858 4.346 -3.948 0.20
C -3.107 2.269 0.898 -1.42
C -3.295 3.133 -0.332 1.66
C -3.264 4.614 0.060 -1.04
O -3.558 5.425 -1.106 -0.46
C -3.616 6.809 -0.695 -0.68
N -2.356 2.776 -1.396 1.27
H -2.033 2.209 1.073 -0.20
H -3.340 1.209 0.805 -0.08
H -3.550 2.652 1.818 0.92
H -4.304 2.996 -0.720 0.18
H -2.293 4.896 0.466 -0.17
H -3.948 4.954 0.837 0.55
H -4.405 6.948 0.044 0.22
H -3.781 7.335 -1.635 0.36
H -2.624 7.028 -0.299 0.14
H -1.675 3.507 -1.251 -0.85
H -2.782 3.091 -2.256 0.13
C 6.101 -1.609 0.626 -1.78
C 4.605 -1.362 0.618 1.16
C 3.847 -2.387 1.544 1.99
O 4.294 -3.764 1.224 -0.57
C 4.099 -4.216 -0.122 -0.37
N 4.291 0.020 1.010 0.16
H 6.432 -2.514 0.115 0.33
H 6.379 -1.851 1.652 0.34
H 6.649 -0.778 0.183 0.29
H 4.191 -1.456 -0.386 0.23
H 2.769 -2.422 1.383 -0.99
H 3.821 -2.222 2.621 -1.01
H 4.192 -5.302 -0.110 0.32
H 4.927 -3.910 -0.761 0.22
H 3.055 -4.056 -0.394 -0.01
H 3.298 0.188 0.940 -0.06
H 4.563 0.111 1.978 -0.30
C -0.927 2.205 4.474 -1.03
C -0.083 1.100 5.089 0.47
C 0.421 0.004 4.059 -0.01
O 1.094 -1.025 4.795 -0.53
C 1.178 -2.281 4.161 0.36
N 1.009 1.716 5.700 -0.54
H -0.394 2.629 3.623 -0.42
H -1.174 3.005 5.172 0.59
H -1.851 1.894 3.987 0.13
H -0.553 0.614 5.945 0.40
H 1.146 0.478 3.397 0.42
H -0.472 -0.260 3.491 -0.08
H 0.199 -2.759 4.127 -0.25
H 1.986 -2.896 4.559 0.43
H 1.539 -2.020 3.166 -0.39
H 1.780 1.122 5.432 0.06
H 0.943 1.563 6.697 0.33
C -3.618 -9.561 -1.062 -1.36
C -3.725 -8.654 -2.319 0.58
C -2.382 -7.896 -2.691 0.15
O -1.252 -8.708 -2.882 -0.47
C 0.025 -8.071 -2.976 -0.43
N -4.141 -9.466 -3.433 -0.82
H -4.496 -10.146 -0.788 0.47
H -3.519 -8.893 -0.207 0.22
H -2.775 -10.250 -1.023 0.17
H -4.414 -7.829 -2.134 0.28
H -2.063 -7.291 -1.842 -0.17
H -2.459 -7.188 -3.517 0.22
H 0.810 -8.617 -3.500 0.34
H 0.430 -8.001 -1.966 0.06
H -0.030 -7.043 -3.334 0.10
H -3.269 -9.907 -3.690 0.35
H -4.254 -8.850 -4.225 0.34
C 9.965 -0.241 -1.780 -1.07
C 10.465 1.225 -1.721 0.67
C 9.410 2.066 -0.966 -1.07
O 8.125 1.784 -1.625 0.05
C 6.993 2.454 -1.149 -0.47
N 11.717 1.233 -0.949 -0.77
H 10.772 -0.921 -2.051 0.41
H 9.173 -0.254 -2.529 0.08
H 9.501 -0.675 -0.894 0.29
H 10.709 1.679 -2.682 0.25
H 9.610 3.132 -0.853 0.32
H 9.338 1.709 0.061 0.38
H 6.081 2.092 -1.622 -0.23
H 7.039 3.543 -1.160 0.36
H 6.962 2.174 -0.096 0.33
H 12.205 2.062 -1.256 0.27
H 12.346 0.491 -1.219 0.23
C 2.279 2.387 -4.354 0.16
C 3.625 2.210 -5.050 0.05
C 4.513 1.131 -4.347 0.32
O 5.737 1.034 -5.059 -0.46
C 6.711 0.300 -4.364 -0.47
N 3.339 2.036 -6.517 -0.80
H 1.837 1.404 -4.188 -0.43
H 1.509 3.071 -4.711 -0.05
H 2.586 2.813 -3.399 -0.08
H 4.064 3.207 -5.090 0.29
H 4.050 0.149 -4.254 0.33
H 4.717 1.543 -3.359 -0.32
H 6.715 -0.717 -4.755 0.34
H 6.551 0.243 -3.287 0.00
H 7.641 0.863 -4.444 0.29
H 2.935 1.111 -6.524 0.26
H 4.126 1.936 -7.142 0.31
C -0.262 -9.897 0.777 -1.17
C -0.038 -8.940 1.989 0.67
C -1.164 -7.841 2.116 -0.28
O -1.464 -6.922 1.079 0.01
C -0.410 -5.974 0.756 -0.48
N -0.011 -9.747 3.167 -0.74
H -1.260 -10.335 0.771 0.33
H 0.412 -10.752 0.823 0.50
H -0.148 -9.351 -0.159 -0.01
H 0.892 -8.428 1.744 0.22
H -0.872 -7.233 2.972 -0.43
H -2.137 -8.277 2.343 0.39
H 0.573 -6.400 0.554 0.45
H -0.443 -5.185 1.508 0.20
H -0.702 -5.438 -0.147 -0.16
H 0.567 -9.263 3.839 0.28
H 0.536 -10.557 2.913 0.27
C -0.540 -5.068 -6.023 -1.34
C -1.591 -4.165 -6.741 0.00
C -2.803 -3.810 -5.843 0.53
O -3.769 -3.026 -6.566 -0.47
C -4.972 -2.685 -5.829 -0.59
N -0.801 -3.034 -7.142 -0.94
H -0.100 -4.626 -5.129 -0.04
H 0.357 -5.225 -6.622 0.46
H -1.010 -5.983 -5.663 0.41
H -1.999 -4.630 -7.638 0.41
H -2.400 -3.250 -5.000 -0.50
H -3.305 -4.687 -5.436 0.72
H -4.788 -2.165 -4.889 0.02
H -5.698 -3.491 -5.728 0.42
H -5.361 -1.891 -6.467 0.30
H -1.469 -2.363 -7.492 0.50
H -0.417 -2.608 -6.310 0.53
C -4.835 7.530 3.087 -1.55
C -3.436 7.121 3.650 0.36
C -3.388 5.662 4.240 -0.04
O -4.233 5.427 5.331 -0.47
C -4.225 4.065 5.739 -0.63
N -2.419 7.185 2.624 -0.15
H -5.408 6.695 2.683 0.29
H -4.647 8.317 2.357 0.40
H -5.447 7.966 3.877 0.39
H -3.139 7.799 4.451 0.45
H -2.395 5.469 4.645 0.26
H -3.693 4.907 3.515 -0.12
H -3.741 3.269 5.173 0.15
H -5.269 3.762 5.810 0.33
H -3.771 3.985 6.727 0.29
H -1.573 6.699 2.882 -0.05
H -2.125 8.150 2.566 0.27
C -2.703 -1.255 6.345 -1.56
C -3.640 -2.036 5.454 0.53
C -3.303 -2.336 3.999 0.38
O -4.382 -3.139 3.404 -0.55
C -4.120 -3.511 2.089 -0.09
N -3.875 -3.263 6.106 -0.73
H -2.763 -0.209 6.043 0.29
H -1.654 -1.544 6.414 0.17
H -3.034 -1.071 7.367 0.60
H -4.602 -1.541 5.329 0.46
H -2.321 -2.801 3.910 -0.35
H -3.240 -1.378 3.483 0.17
H -3.091 -3.853 1.975 0.04
H -4.389 -2.679 1.439 0.01
H -4.774 -4.359 1.886 0.31
H -4.457 -3.837 5.512 0.48
H -2.997 -3.760 6.134 0.13
C 0.735 6.342 1.225 -0.59
C 0.884 5.365 2.416 2.06
C 2.384 4.955 2.709 -0.58
O 3.189 6.161 2.705 -0.36
C 4.523 5.885 3.144 -0.78
N 0.262 6.041 3.561 -0.54
H 1.128 7.336 1.439 0.67
H -0.304 6.524 0.953 0.02
H 1.047 5.887 0.285 -0.79
H 0.345 4.445 2.189 -1.19
H 2.701 4.362 1.851 0.26
H 2.457 4.308 3.584 0.43
H 4.634 5.521 4.166 0.29
H 4.990 6.868 3.212 0.32
H 5.051 5.378 2.337 0.24
H 0.831 6.866 3.683 0.27
H 0.458 5.414 4.328 0.35
C 4.645 1.802 4.678 -1.50
C 5.158 0.398 4.636 0.29
C 5.843 -0.103 5.939 -0.93
O 6.936 0.772 6.290 -0.34
C 7.586 0.467 7.546 -0.74
N 3.990 -0.483 4.316 0.12
H 4.215 2.194 3.757 0.23
H 5.509 2.420 4.922 0.53
H 3.894 1.825 5.468 0.25
H 5.930 0.293 3.874 0.40
H 6.115 -1.158 5.914 0.53
H 5.139 0.025 6.762 0.41
H 6.788 0.434 8.287 0.30
H 8.418 1.066 7.917 0.26
H 8.094 -0.476 7.343 0.29
H 3.358 -0.363 5.095 -0.07
H 4.374 -1.405 4.464 0.29
C 6.001 8.843 -4.895 -1.29
C 4.877 8.867 -3.845 0.39
C 4.863 7.520 -3.181 -0.56
O 3.875 7.565 -2.152 -0.36
C 3.380 6.361 -1.607 -0.33
N 5.208 9.890 -2.978 -0.81
H 6.943 9.135 -4.431 0.32
H 5.814 9.661 -5.591 0.33
H 6.036 7.822 -5.276 0.38
H 3.920 9.176 -4.264 0.31
H 5.722 7.134 -2.633 0.31
H 4.624 6.682 -3.836 0.18
H 3.406 5.594 -2.381 0.07
H 2.365 6.487 -1.231 -0.03
H 3.979 6.009 -0.766 0.50
H 6.087 9.603 -2.570 0.30
H 4.484 9.792 -2.281 0.33
```